Run a
{"formula": "C4H9N2O", "method": "wB97M-V/def2-TZVPD", "symbols": ["C", "C", "C", "C", "N", "N", "O", "H", "H", "H", "H", "H", "H", "H", "H", "H"], "coordinates": [[1.001, 1.286, -1.010], [1.089, 1.034, 0.286], [-0.656, -1.452, -0.429], [0.965, -0.307, 0.956], [-1.670, -0.536, -0.263], [0.534, -1.381, 0.080], [-2.506, 1.079, 0.374], [1.118, 2.285, -1.387], [0.820, 0.521, -1.746], [1.292, 1.828, 0.991], [-0.956, -2.286, -1.057], [0.245, -0.225, 1.780], [1.933, -0.576, 1.387], [-2.562, -0.747, -0.688], [1.211, -2.093, -0.166], [-1.858, 1.569, 0.893]], "lumo_ev": [-7.31, -7.42], "homo_lumo_gap_ev": [6.8, 6.7], "homo_ev": [-14.14, -14.14], "charge": 1}

=====

Run b
{"formula": "C4H9N2O", "method": "wB97M-V/def2-TZVPD", "symbols": ["C", "C", "C", "C", "N", "N", "O", "H", "H", "H", "H", "H", "H", "H", "H", "H"], "coordinates": [[-1.717, 0.255, 0.033], [-0.401, 0.980, -0.120], [-0.054, -1.341, 0.104], [1.968, 0.311, 0.133], [-2.865, 0.744, 0.081], [0.625, -0.103, -0.398], [-1.388, -1.137, -0.008], [-0.427, 1.930, -0.718], [-0.093, 1.291, 0.869], [0.198, -2.311, -0.505], [0.246, -1.526, 1.239], [2.442, -0.507, 0.803], [2.605, 0.423, -0.833], [1.827, 1.288, 0.546], [-3.748, 0.094, 0.115], [0.781, -0.391, -1.341]], "lumo_ev": -3.45, "homo_lumo_gap_ev": 11.3, "homo_ev": -14.73, "charge": 1}

=====

Run c
{"formula": "C4H9N2O", "method": "wB97M-V/def2-TZVPD", "symbols": ["C", "C", "C", "C", "N", "N", "O", "H", "H", "H", "H", "H", "H", "H", "H", "H"], "coordinates": [[1.576, 1.062, 1.506], [-1.118, 0.335, -1.297], [-1.525, -0.446, 0.064], [-0.101, -0.342, -0.368], [0.594, 1.077, 0.735], [0.842, -1.174, -0.647], [2.350, 0.074, 1.758], [1.744, 1.882, 2.323], [-1.148, 0.011, -2.292], [-1.357, 1.334, -1.137], [-2.052, -0.061, 0.855], [-1.974, -1.353, -0.028], [-0.047, 1.815, 0.676], [2.295, -0.855, 1.424], [1.390, -0.991, -1.432], [0.855, -1.939, -0.023]], "lumo_ev": -3.23, "homo_lumo_gap_ev": 11.4, "homo_ev": -14.66, "charge": 1}

=====

Most stable pick: run b. Distance to second place: 0.987 eV.